(1)
# C19H31N3O4S

C19H31N3O4S in the gas phase (the ωB97M-V functional and the def2-TZVPD basis, the Open Molecules 2025 dataset).

The value obtained for the relative energy (zero: lowest compared OMol25 entry of this formula, charge and spin) is 239.0 kJ/mol. For the lowest unoccupied orbital energy, the calculation gives 0.60 eV. The value obtained for the orbital gap is 7.884 eV. Its total energy is -43700.4568 eV. Its HOMO energy is -7.28 eV.

Last column: Löwdin charge in e.
Geometry (Å):
C 2.937 1.113 -4.061  -0.058
C 2.063 -0.137 -4.077  -0.239
O 0.906 -0.007 -3.277  -0.051
C 1.021 0.017 -1.912  -0.202
C 2.147 -0.351 -1.192  0.049
C 2.191 -0.306 0.203  -0.143
N 3.346 -0.605 0.915  -0.085
C 3.290 -1.525 2.036  -0.125
C 3.565 -2.956 1.557  -0.181
O 4.821 -3.052 0.921  -0.132
C 4.896 -2.180 -0.185  -0.189
C 4.622 -0.732 0.246  -0.136
C 1.046 0.168 0.886  -0.184
O 1.164 0.316 2.244  -0.072
C 0.087 0.819 3.005  -0.232
C -0.959 -0.248 3.321  -0.057
C -0.091 0.498 0.169  0.039
C -0.129 0.414 -1.221  -0.168
N -1.247 0.804 -1.966  0.058
C -2.565 0.618 -1.710  -0.857
S -3.678 1.375 -2.676  0.637
N -2.905 -0.194 -0.689  -0.002
C -4.251 -0.387 -0.216  -0.219
C -4.422 0.131 1.215  -0.142
C -4.161 1.643 1.353  -0.231
O -5.324 2.429 1.405  -0.189
C -6.023 2.533 0.185  -0.110
H 3.291 1.325 -3.054  0.066
H 2.363 1.969 -4.408  0.081
H 3.792 0.972 -4.716  0.078
H 1.672 -0.306 -5.084  0.126
H 2.642 -1.022 -3.784  0.116
H 3.016 -0.694 -1.727  0.093
H 2.320 -1.471 2.521  0.116
H 4.064 -1.231 2.753  0.133
H 3.600 -3.649 2.400  0.126
H 2.769 -3.268 0.862  0.130
H 5.906 -2.284 -0.586  0.126
H 4.169 -2.496 -0.950  0.119
H 4.678 -0.050 -0.603  0.121
H 5.392 -0.442 0.970  0.131
H 0.551 1.163 3.933  0.127
H -0.372 1.684 2.512  0.118
H -0.504 -1.056 3.890  0.079
H -1.762 0.187 3.909  0.079
H -1.374 -0.666 2.408  0.053
H -0.955 0.899 0.674  0.107
H -1.039 1.172 -2.885  0.123
H -2.165 -0.700 -0.225  0.129
H -4.907 0.145 -0.908  0.052
H -4.497 -1.455 -0.249  0.123
H -5.437 -0.077 1.554  0.120
H -3.737 -0.413 1.869  0.090
H -3.655 1.847 2.301  0.116
H -3.514 1.985 0.530  0.112
H -5.347 2.765 -0.645  0.057
H -6.573 1.615 -0.049  0.085
H -6.735 3.348 0.310  0.088

---

(2)
# C19H31N4O2PrS2Si

A molecular structure, C19H31N4O2PrS2Si (the ωB97M-V functional and the def2-TZVPD basis, the Open Molecules 2025 dataset).

The value obtained for the relative energy (zero: lowest compared OMol25 entry of this formula, charge and spin) is 2.7 kJ/mol. For the lowest unoccupied orbital energy (spin up / spin down), the calculation gives -6.56 / -6.58 eV. The spin multiplicity is 3. The value obtained for the orbital gap (spin up / spin down) is 6.984 / 6.974 eV. Its total energy is -73869.4298 eV. As for the total charge: +2. Its HOMO energy (spin up / spin down) is -13.55 / -13.55 eV. Its expectation value of S² is 2.00.

Last column: Löwdin spin population.
Geometry (Å):
Pr 0.131 -0.568 0.142  2.034
C -3.454 0.051 -4.795  0.000
Si -3.605 -1.684 -4.127  0.000
C -2.316 -2.832 -4.832  0.000
C -5.307 -2.374 -4.456  0.000
C -3.412 -1.593 -2.219  0.000
C -4.449 -2.011 -1.395  0.001
C -4.377 -1.959 0.001  0.000
C -3.217 -1.488 0.563  0.000
N -2.196 -1.070 -0.207  -0.007
C -2.279 -1.107 -1.547  -0.001
S -0.850 -0.495 -2.421  -0.015
H -3.702 0.047 -5.859  0.000
H -2.451 0.460 -4.692  0.000
H -4.152 0.731 -4.304  0.000
H -2.455 -2.915 -5.912  0.000
H -2.415 -3.835 -4.414  0.000
H -1.300 -2.484 -4.653  0.000
H -5.458 -2.426 -5.536  0.000
H -6.110 -1.749 -4.062  0.000
H -5.439 -3.386 -4.071  0.000
H -5.361 -2.391 -1.838  0.000
H -5.202 -2.281 0.619  0.000
H -3.078 -1.426 1.636  0.000
N 2.335 -0.108 -1.414  -0.002
N 3.183 -1.152 -1.823  0.000
C 2.824 -2.446 -1.662  0.000
N 3.611 -3.346 -2.241  0.000
S 1.513 -2.965 -0.732  -0.004
H 1.839 0.251 -2.230  0.000
H 2.915 0.646 -1.054  0.000
H 3.888 -0.910 -2.506  0.000
H 4.403 -3.097 -2.815  0.000
H 3.407 -4.325 -2.126  0.000
C 0.690 -5.898 3.262  0.000
C 0.428 -4.426 3.211  0.000
C 1.381 -3.548 2.693  0.001
C 1.181 -2.178 2.653  -0.001
C 2.382 -1.329 2.293  0.000
C -0.056 -1.672 3.152  -0.001
C -0.343 -0.250 3.138  0.000
O 0.072 0.500 2.240  -0.004
C -1.025 -2.548 3.707  0.000
C -2.345 -2.101 4.276  0.000
C -0.760 -3.907 3.712  0.000
H 1.600 -6.165 2.731  0.000
H -0.145 -6.450 2.829  0.000
H 0.790 -6.223 4.299  0.000
H 2.319 -3.950 2.333  0.000
H 3.169 -1.962 1.892  0.000
H 2.756 -0.827 3.189  0.000
H 2.252 -0.501 1.582  0.000
H -0.985 0.195 3.902  0.000
H -2.560 -1.041 4.171  0.000
H -2.396 -2.345 5.337  0.000
H -3.151 -2.648 3.785  0.000
H -1.499 -4.585 4.122  0.000
O -0.108 1.856 -0.489  -0.002
H -0.591 1.849 -1.335  0.000
H -0.302 2.673 -0.010  0.000

---

(3)
# C19H31N5O3

C19H31N5O3 in the gas phase (the ωB97M-V functional and the def2-TZVPD basis, the Open Molecules 2025 dataset).

The value obtained for the relative energy (zero: lowest compared OMol25 entry of this formula, charge and spin) is 167.7 kJ/mol. For the lowest unoccupied orbital energy, the calculation gives 0.59 eV. The value obtained for the orbital gap is 9.745 eV. Its total energy is -33799.4997 eV. Its HOMO energy is -9.16 eV.

Last column: Löwdin charge in e.
Geometry (Å):
C 2.507 0.548 4.202  -0.051
C 3.572 0.492 3.115  -0.342
C 4.124 1.881 2.799  -0.142
C 5.102 1.833 1.638  -0.204
O 4.501 1.273 0.480  -0.121
C 4.079 -0.053 0.717  -0.158
C 3.023 -0.123 1.825  -0.195
C 2.652 -1.586 2.029  -0.428
O 3.336 -2.294 2.753  0.059
N 1.579 -2.073 1.345  -0.088
C 1.197 -3.463 1.517  -0.026
C 0.727 -1.275 0.476  -0.170
C -0.429 -0.603 1.211  -0.171
C -1.303 0.203 0.258  -0.183
C -2.702 0.484 0.817  -0.109
C -3.525 1.242 -0.201  -0.452
O -3.530 2.462 -0.214  0.063
N -4.243 0.522 -1.125  -0.044
C -4.804 1.271 -2.247  -0.129
C -3.750 1.490 -3.346  -0.077
C -3.045 0.189 -3.525  -0.177
C -3.138 -0.892 -2.693  -0.241
N -2.337 -1.879 -3.158  0.055
N -1.755 -1.460 -4.238  0.030
N -2.172 -0.207 -4.473  -0.137
C -1.676 0.525 -5.617  -0.004
C -3.964 -0.878 -1.446  -0.082
H 1.660 1.162 3.880  0.080
H 2.139 -0.450 4.445  0.081
H 2.905 0.990 5.117  0.081
H 4.391 -0.148 3.455  0.147
H 3.300 2.555 2.542  0.126
H 4.621 2.297 3.680  0.123
H 5.437 2.830 1.355  0.123
H 5.984 1.238 1.914  0.128
H 3.684 -0.427 -0.229  0.131
H 4.933 -0.681 1.005  0.141
H 2.162 0.471 1.510  0.135
H 1.855 -3.918 2.251  0.084
H 0.164 -3.536 1.865  0.088
H 1.283 -4.002 0.571  0.094
H 1.322 -0.534 -0.059  0.118
H 0.325 -1.944 -0.289  0.129
H -1.029 -1.380 1.696  0.116
H -0.042 0.032 2.013  0.112
H -0.823 1.154 0.012  0.130
H -1.393 -0.346 -0.686  0.102
H -3.181 -0.445 1.127  0.112
H -2.631 1.130 1.692  0.128
H -5.637 0.688 -2.646  0.131
H -5.178 2.221 -1.879  0.123
H -4.233 1.821 -4.268  0.121
H -3.054 2.273 -3.035  0.125
H -1.177 1.438 -5.296  0.093
H -0.966 -0.118 -6.129  0.088
H -2.493 0.776 -6.292  0.091
H -3.445 -1.370 -0.630  0.112
H -4.912 -1.403 -1.590  0.130